Computed, not measured: an isolated molecule of C5H6O, with ωB97M-V with the def2-TZVPD basis set.

Geometry (Å):
C 1.89141 -0.45538 1.75176
C 0.84315 0.12442 0.91685
C 0.15643 0.45487 -0.01642
C -0.62423 0.73575 -1.20927
C -2.00022 0.09598 -1.24374
O -0.17845 1.43193 -2.09692
H 1.50502 -1.27515 2.37109
H 2.59719 -0.81844 1.01624
H 2.40590 0.25892 2.39765
H -1.98524 -0.90846 -0.81470
H -2.66803 0.70714 -0.63048
H -2.36130 0.07641 -2.26934

Cartesian forces, eV/Å:
C -0.4 0.1 0.3
C 0.0 -0.1 -0.5
C 0.1 0.0 0.4
C -0.1 0.1 -0.1
C 0.2 0.2 -0.1
O -0.3 -0.3 0.2
H 0.2 0.2 -0.2
H 0.4 -0.4 0.2
H -0.2 0.1 -0.1
H 0.1 0.1 -0.1
H 0.0 0.0 0.0
H 0.0 0.0 0.0

Properties
Energy above the lowest of the compared OMol25 structures with the same formula, charge and spin = 35.8 kcal/mol
SMILES string = CC#CC(C)=O
E_tot = -269.28922 Ha
Lowest unoccupied orbital energy = 0.602 eV
HOMO energy = -10.03 eV